[1]
{
  "formula": "C31H36AsClPtSSbSe",
  "method": "the ωB97M-V functional and the def2-TZVPD basis",
  "species": ["Pt", "S", "Sb", "C", "C", "C", "C", "C", "C", "C", "C", "C", "C", "C", "C", "C", "C", "C", "C", "C", "C", "H", "H", "H", "H", "H", "H", "H", "H", "H", "H", "H", "H", "H", "H", "H", "Cl", "C", "C", "C", "C", "C", "C", "C", "H", "H", "H", "H", "H", "H", "Se", "C", "C", "As", "C", "C", "C", "C", "H", "H", "H", "H", "H", "H", "H", "H", "H", "H", "H", "H", "H", "H", "H"],
  "coordinates": [[-0.9952, -0.4266, 1.3364], [0.3881, 1.3147, 2.0596], [-0.0521, 2.6809, 0.2541], [1.0985, 4.4224, 0.3852], [1.5861, 5.0052, -0.7813], [2.3103, 6.1860, -0.7003], [2.5429, 6.7732, 0.5355], [2.0581, 6.1854, 1.6958], [1.3318, 5.0060, 1.6263], [0.4776, 1.8151, -1.5877], [-0.4891, 1.6187, -2.5681], [-0.1131, 1.1240, -3.8109], [1.2174, 0.8283, -4.0683], [2.1814, 1.0143, -3.0836], [1.8138, 1.5090, -1.8405], [-2.0656, 3.2356, 0.0580], [-2.3617, 4.3494, -0.7238], [-3.6842, 4.7294, -0.8951], [-4.6985, 4.0026, -0.2857], [-4.3973, 2.8984, 0.4989], [-3.0765, 2.5099, 0.6755], [1.4157, 4.5434, -1.7473], [2.6938, 6.6447, -1.6018], [3.1084, 7.6934, 0.5952], [2.2461, 6.6446, 2.6569], [0.9592, 4.5460, 2.5339], [-1.5290, 1.8522, -2.3715], [-0.8613, 0.9761, -4.5785], [1.5078, 0.4540, -5.0413], [3.2195, 0.7866, -3.2880], [2.5712, 1.6667, -1.0799], [-1.5729, 4.9293, -1.1904], [-3.9218, 5.5949, -1.4987], [-5.7291, 4.3032, -0.4188], [-5.1902, 2.3401, 0.9783], [-2.8388, 1.6509, 1.2923], [0.3395, -6.8969, 3.7468], [0.0166, -5.2015, 3.6145], [1.0471, -4.2915, 3.7909], [0.7797, -2.9358, 3.6687], [-0.5015, -2.4765, 3.3586], [-0.7865, -1.0148, 3.2866], [-1.5192, -3.4176, 3.1909], [-1.2715, -4.7717, 3.3252], [2.0395, -4.6441, 4.0359], [1.5766, -2.2196, 3.8354], [-0.0398, -0.4405, 3.8314], [-1.7745, -0.7701, 3.6821], [-2.5207, -3.0770, 2.9559], [-2.0643, -5.4977, 3.2082], [-2.2791, -1.6841, -0.2032], [-1.2287, -5.0723, -0.2471], [0.0466, -4.2817, 0.0011], [-0.0622, -2.4116, -0.5182], [0.2031, -2.3078, -2.4534], [0.6365, -3.6105, -3.1168], [1.6483, -1.7033, 0.1451], [2.8341, -2.4030, -0.5118], [-1.0843, -6.1135, 0.0429], [-1.5253, -5.0538, -1.2965], [-2.0552, -4.6700, 0.3372], [0.8867, -4.6877, -0.5632], [0.3231, -4.2810, 1.0539], [0.9377, -1.5146, -2.6043], [-0.7418, -1.9523, -2.8634], [1.5716, -3.9927, -2.7074], [0.7877, -3.4468, -4.1841], [-0.1193, -4.3872, -3.0095], [1.6413, -1.8307, 1.2248], [1.6476, -0.6350, -0.0638], [2.8292, -3.4795, -0.3443], [3.7599, -2.0161, -0.0835], [2.8708, -2.2175, -1.5858]],
  "forces_ev_per_a": [[-0.03, 0.47, 0.50], [0.01, -0.08, 0.02], [-0.09, 0.02, -0.10], [-0.02, -0.01, -0.05], [0.01, 0.00, 0.03], [0.00, 0.00, 0.00], [0.00, 0.00, -0.01], [-0.01, -0.01, 0.02], [0.01, 0.00, 0.00], [0.02, 0.01, 0.04], [0.01, -0.03, 0.01], [-0.02, 0.00, 0.00], [0.03, 0.01, 0.00], [-0.01, 0.00, 0.01], [-0.02, 0.00, -0.02], [0.03, -0.01, 0.03], [0.01, 0.00, 0.01], [-0.01, 0.00, 0.00], [0.00, 0.00, 0.00], [0.01, 0.00, 0.00], [-0.01, 0.03, 0.00], [-0.01, 0.00, 0.00], [0.00, 0.00, 0.00], [0.00, 0.00, 0.00], [0.00, 0.00, 0.00], [-0.01, 0.00, 0.00], [0.00, 0.00, 0.00], [0.00, 0.00, 0.00], [0.00, 0.00, 0.00], [0.00, 0.00, 0.00], [0.00, 0.01, 0.00], [0.00, 0.00, 0.00], [0.00, 0.00, 0.00], [0.00, 0.00, 0.00], [0.00, 0.00, 0.00], [-0.01, 0.00, 0.00], [0.00, -0.02, 0.01], [0.00, 0.02, -0.04], [0.00, 0.01, 0.00], [-0.02, 0.01, -0.08], [0.04, 0.09, 0.04], [-0.15, -0.08, 0.02], [0.00, 0.03, 0.00], [0.00, -0.01, -0.03], [0.00, 0.01, 0.00], [0.00, 0.00, 0.00], [0.02, -0.02, 0.00], [0.00, 0.01, 0.02], [-0.01, -0.01, 0.00], [-0.01, 0.00, 0.00], [0.36, -0.09, -0.04], [-0.01, 0.02, 0.04], [-0.11, 0.01, -0.08], [0.18, -0.44, -0.46], [-0.11, -0.01, -0.03], [0.03, 0.02, 0.01], [-0.09, 0.05, -0.05], [-0.03, 0.02, 0.00], [0.02, 0.01, 0.01], [0.01, 0.00, 0.00], [-0.01, -0.01, 0.01], [0.01, -0.02, 0.01], [0.01, 0.00, 0.11], [-0.02, 0.00, -0.01], [0.01, -0.01, 0.00], [0.01, 0.01, -0.01], [0.00, 0.00, -0.01], [-0.01, -0.01, 0.00], [-0.02, -0.02, 0.05], [-0.01, 0.01, 0.02], [0.00, -0.01, 0.01], [-0.01, 0.02, 0.00], [0.00, -0.02, 0.01]],
  "charge": 1,
  "e_tot_ev": -192052.8457,
  "gap_ev": 7.525,
  "molar_mass_g_mol": 946.87,
  "relative_energy_ev": 0.253,
  "e_lumo_ev": -3.3
}

[2]
{
  "formula": "C8H10BrNO3S",
  "method": "the ωB97M-V functional and the def2-TZVPD basis",
  "species": ["C", "C", "C", "C", "C", "C", "C", "C", "N", "O", "O", "O", "S", "Br", "H", "H", "H", "H", "H", "H", "H", "H", "H", "H"],
  "coordinates": [[0.6212, 3.0494, -0.0127], [-0.5521, 2.2602, -0.0664], [1.8476, 2.4099, -0.0392], [-0.5075, 0.9165, 0.1332], [1.8725, 0.9996, 0.2194], [-0.8920, -2.1132, -0.6953], [-0.4002, -1.8725, 0.7389], [0.6544, -0.8861, 1.0046], [0.6695, 0.3302, 0.3813], [2.1505, 0.6038, 2.5035], [-0.2844, 0.1980, 2.7860], [1.4086, -1.5137, 3.4646], [1.0761, -0.3641, 2.7309], [2.9533, -2.1355, 0.0269], [0.6747, 4.0517, -0.1926], [-1.3734, 2.7836, -0.2839], [2.6518, 3.0500, -0.2127], [-1.3306, 0.2206, 0.1816], [2.7599, 0.3617, 0.2271], [-1.5455, -2.9718, -0.7314], [-0.0192, -2.4866, -1.1827], [-1.2696, -1.3396, -1.2813], [-1.1719, -1.4603, 1.3642], [-0.1509, -2.9085, 1.2613]],
  "forces_ev_per_a": [[0.46, -4.05, -0.66], [3.02, -0.25, 0.77], [-2.00, -2.35, 0.99], [-0.55, 0.58, -0.11], [-0.45, 1.43, -0.29], [1.58, -1.83, 1.18], [-0.20, -2.07, 0.75], [2.28, -2.29, 0.55], [2.19, 1.92, -2.75], [-0.85, -0.38, 0.90], [0.80, -0.02, 1.12], [-0.04, -1.20, 1.34], [0.12, 0.96, -1.81], [-1.70, 0.83, 0.57], [-0.63, 2.66, -0.21], [-3.55, 1.33, -0.55], [1.79, 0.12, -0.05], [-0.29, 0.59, -0.06], [-0.39, 0.29, 0.05], [-0.58, 0.02, 0.26], [0.78, -0.14, -0.81], [-0.75, 1.55, -0.56], [-0.86, -0.03, 0.51], [-0.18, 2.34, -1.10]],
  "e_tot_ev": -96964.4848,
  "gap_ev": [7.154, 7.155],
  "molar_mass_g_mol": 280.14,
  "relative_energy_ev": 2.401,
  "e_lumo_ev": [-2.2, -2.2]
}

[3]
{
  "formula": "C5H6N2O2",
  "method": "the ωB97M-V functional and the def2-TZVPD basis",
  "species": ["C", "C", "C", "C", "C", "N", "N", "O", "O", "H", "H", "H", "H", "H", "H"],
  "coordinates": [[-0.3044, 1.2828, 0.7634], [0.9620, 1.0921, 0.4583], [-1.3379, 0.7502, -0.1030], [1.4049, 0.4058, -0.7096], [-0.8896, -0.2387, -1.0304], [-0.1558, -2.1426, 0.6638], [-1.3202, -1.8347, 0.5545], [-2.5144, 1.0719, -0.0312], [0.4703, -0.6097, -1.1222], [-0.6757, 1.6518, 1.8275], [1.7336, 1.3907, 1.1491], [1.6995, 1.0249, -1.6605], [2.3702, -0.0545, -0.4056], [-1.6006, -0.8494, -1.5044], [0.1581, -2.9405, 1.1501]],
  "forces_ev_per_a": [[-1.10, 0.59, 3.21], [0.00, 1.54, 1.65], [-0.42, 0.42, -0.43], [1.62, -0.69, -2.81], [3.03, -0.84, 0.88], [-3.46, 2.58, -1.29], [3.68, -1.11, 0.41], [-0.41, 0.06, 0.06], [-2.18, 1.08, -0.61], [0.95, -0.48, -2.54], [0.15, 0.24, 0.14], [-0.79, -0.64, 1.73], [-0.71, -0.44, -0.57], [-0.38, -0.51, -1.13], [0.01, -1.80, 1.28]],
  "e_tot_ev": -12352.2880,
  "gap_ev": [8.144, 8.125],
  "molar_mass_g_mol": 126.11,
  "relative_energy_ev": 5.333,
  "e_lumo_ev": [0.1, -0.4]
}

Question: What is the formula in the second record?
Answer: C8H10BrNO3S

What did the third record say?
{
  "formula": "C5H6N2O2",
  "method": "the ωB97M-V functional and the def2-TZVPD basis",
  "species": ["C", "C", "C", "C", "C", "N", "N", "O", "O", "H", "H", "H", "H", "H", "H"],
  "coordinates": [[-0.3044, 1.2828, 0.7634], [0.9620, 1.0921, 0.4583], [-1.3379, 0.7502, -0.1030], [1.4049, 0.4058, -0.7096], [-0.8896, -0.2387, -1.0304], [-0.1558, -2.1426, 0.6638], [-1.3202, -1.8347, 0.5545], [-2.5144, 1.0719, -0.0312], [0.4703, -0.6097, -1.1222], [-0.6757, 1.6518, 1.8275], [1.7336, 1.3907, 1.1491], [1.6995, 1.0249, -1.6605], [2.3702, -0.0545, -0.4056], [-1.6006, -0.8494, -1.5044], [0.1581, -2.9405, 1.1501]],
  "forces_ev_per_a": [[-1.10, 0.59, 3.21], [0.00, 1.54, 1.65], [-0.42, 0.42, -0.43], [1.62, -0.69, -2.81], [3.03, -0.84, 0.88], [-3.46, 2.58, -1.29], [3.68, -1.11, 0.41], [-0.41, 0.06, 0.06], [-2.18, 1.08, -0.61], [0.95, -0.48, -2.54], [0.15, 0.24, 0.14], [-0.79, -0.64, 1.73], [-0.71, -0.44, -0.57], [-0.38, -0.51, -1.13], [0.01, -1.80, 1.28]],
  "e_tot_ev": -12352.2880,
  "gap_ev": [8.144, 8.125],
  "molar_mass_g_mol": 126.11,
  "relative_energy_ev": 5.333,
  "e_lumo_ev": [0.1, -0.4]
}